# 1
DFT (ωB97M-V/def2-TZVPD) results for an isolated molecule of C34H29F4NO2 in a non-equilibrium geometry.

CARTESIAN COORDINATES (ANGSTROEM)
F -4.215 5.906 1.993
C -4.313 4.545 1.771
C -5.586 3.956 1.722
C -5.655 2.589 1.414
F -6.886 1.974 1.425
C -4.537 1.837 1.112
C -3.277 2.468 1.145
C -2.120 1.721 0.695
C -0.837 1.922 1.093
C 0.286 1.471 0.213
C 1.657 2.143 0.457
C 2.757 1.832 -0.369
C 3.988 2.464 -0.156
F 5.088 2.010 -0.866
C 4.176 3.478 0.784
C 3.043 3.836 1.513
F 3.168 4.881 2.403
C 1.809 3.195 1.382
C -3.151 3.814 1.561
H -6.481 4.541 1.913
H -4.590 0.788 0.840
H -2.304 0.871 0.027
H -0.569 2.452 2.018
H -0.022 1.951 -0.723
H 2.681 1.073 -1.148
H 5.146 3.960 0.917
H 1.002 3.514 2.035
H -2.158 4.272 1.634
C -1.424 -0.054 -4.369
C -0.127 0.285 -3.670
C 0.816 -0.904 -3.742
C 0.477 1.537 -4.288
O -0.383 0.739 -2.290
C -0.678 -0.194 -1.328
C 0.245 -0.018 -0.130
N -0.251 -0.998 0.822
C 0.306 -2.140 1.080
C -0.457 -3.425 1.408
C 0.094 -4.461 2.209
C -0.635 -5.614 2.526
C -1.949 -5.756 2.068
C -2.500 -4.752 1.264
C -1.756 -3.606 0.926
C 1.809 -2.259 1.131
C 2.497 -3.450 0.836
C 3.895 -3.480 0.813
C 4.617 -2.286 0.938
C 3.942 -1.104 1.260
C 2.563 -1.123 1.460
O -1.562 -1.011 -1.456
H -2.068 0.837 -4.392
H -1.207 -0.355 -5.411
H -1.949 -0.866 -3.847
H 1.738 -0.728 -3.177
H 0.332 -1.817 -3.373
H 1.097 -1.064 -4.794
H 1.363 1.856 -3.716
H 0.775 1.347 -5.328
H -0.275 2.342 -4.260
H 1.228 -0.346 -0.487
H 1.114 -4.385 2.597
H -0.165 -6.401 3.124
H -2.529 -6.636 2.342
H -3.519 -4.851 0.888
H -2.168 -2.840 0.263
H 1.956 -4.375 0.647
H 4.420 -4.431 0.659
H 5.697 -2.272 0.778
H 4.478 -0.156 1.342
H 2.046 -0.249 1.870

Computed properties:
SMILES: CC(C)(C)OC(=O)[C@H](N=C(c1ccccc1)c1ccccc1)[C@@H](/C=C/c1cc(F)cc(F)c1)c1cc(F)cc(F)c1
energy: -1917.650182 a.u.
highest occupied orbital energy: -8.5 eV
gap between HOMO and LUMO: 8.38 eV
multiplicity: 1

Atomic partial charges in e from the Löwdin method, atoms 1 to 2: number 1, F, carries 0.03; number 2, C, carries -0.23



# 2
DFT (ωB97M-V/def2-TZVPD) results for a structure of composition C34H29FN5O8Pt.

CARTESIAN COORDINATES (ANGSTROEM)
Pt 0.049 -0.563 0.011
O 1.563 -3.880 2.795
C 1.068 -2.818 2.195
O 0.289 -2.839 1.270
C 1.550 -1.529 2.793
C 2.263 -1.489 3.982
C 2.589 -0.251 4.510
C 2.186 0.889 3.834
C 1.488 0.755 2.643
N 1.181 -0.436 2.127
C 0.946 1.915 1.844
O 1.318 3.144 2.142
O 0.162 1.720 0.944
H 1.196 -4.695 2.406
H 2.536 -2.406 4.482
H 3.133 -0.174 5.441
H 2.406 1.860 4.258
H 1.965 3.200 2.861
C 1.211 2.308 -6.946
C 2.511 2.313 -6.159
C 3.649 1.703 -6.955
C 4.941 1.748 -6.160
C 4.764 1.074 -4.842
C 5.825 0.484 -4.193
C 5.625 -0.125 -2.961
F 6.639 -0.691 -2.349
C 4.371 -0.163 -2.329
C 3.293 0.414 -2.952
C 1.983 0.412 -2.274
O 1.919 -0.033 -1.117
C 0.887 0.991 -3.016
C 1.162 1.550 -4.225
N 2.390 1.583 -4.833
C 3.463 1.032 -4.227
C -0.584 1.118 -2.571
O -1.320 1.720 -3.333
O -0.958 0.582 -1.477
H 1.429 2.699 -7.939
H 0.443 2.950 -6.521
H 0.818 1.298 -7.066
H 2.773 3.340 -5.884
H 3.755 2.268 -7.880
H 3.397 0.675 -7.230
H 5.224 2.791 -5.972
H 5.771 1.295 -6.700
H 6.815 0.486 -4.630
H 4.264 -0.632 -1.361
H 0.345 2.025 -4.742
C -4.527 3.181 -3.028
C -4.596 1.886 -2.318
C -4.525 0.649 -3.009
C -4.644 -0.542 -2.359
C -4.838 -0.551 -0.947
N -5.014 -1.671 -0.217
C -5.100 -3.060 -0.570
O -5.937 -3.717 -0.028
N -4.207 -3.580 -1.474
C -2.879 -3.239 -1.767
C -2.294 -3.754 -2.921
C -0.987 -3.425 -3.219
C -0.301 -2.569 -2.374
N -0.854 -2.097 -1.262
C -2.102 -2.440 -0.940
C -4.913 0.692 -0.242
C -4.787 1.865 -0.911
H -4.410 3.063 -4.101
H -3.684 3.761 -2.644
H -5.426 3.767 -2.816
H -4.407 0.666 -4.083
H -4.656 -1.469 -2.910
H -5.416 -1.542 0.708
H -4.502 -4.505 -1.767
H -2.861 -4.404 -3.575
H -0.508 -3.818 -4.104
H 0.716 -2.264 -2.583
H -2.484 -2.060 -0.001
H -5.086 0.679 0.827
H -4.853 2.803 -0.377

Computed properties:
charge: +3
energy: -2407.023581 a.u.
energy relative to the best compared isomer or geometry (same formula, charge and spin): 0.00 kJ/mol
highest occupied orbital energy (spin up / spin down): -15.8 / -16.4 eV
gap between HOMO and LUMO (spin up / spin down): 7.66 / 5.17 eV
multiplicity: 5

Atomic partial charges in e from the Löwdin method, atoms 1 to 2: number 1, Pt, carries 1.31; number 2, O, carries 0.18



# 3
DFT (ωB97M-V/def2-TZVPD) results for a structure of composition C34H29HgNO4S in a non-equilibrium geometry.

CARTESIAN COORDINATES (ANGSTROEM)
Hg -1.218 1.686 -0.008
N -1.358 1.436 2.329
C -1.177 0.489 3.105
C -1.009 -0.924 2.545
C -0.039 -1.794 3.008
C 0.124 -3.030 2.407
C -0.659 -3.409 1.331
C -1.639 -2.533 0.868
C -1.828 -1.319 1.489
C -1.041 0.528 4.646
C -1.558 -0.490 5.476
C -1.557 -0.344 6.862
C -0.926 0.742 7.453
C -0.340 1.703 6.645
C -0.408 1.605 5.255
H 0.596 -1.509 3.850
H 0.890 -3.727 2.775
H -0.529 -4.398 0.880
H -2.300 -2.823 0.050
H -2.635 -0.650 1.153
H -1.972 -1.411 5.051
H -2.062 -1.095 7.477
H -0.847 0.805 8.534
H 0.152 2.567 7.086
H 0.045 2.367 4.621
O 1.589 1.832 -0.799
S 2.606 1.863 -1.857
C 1.756 0.974 -3.254
C 1.748 -0.509 -3.140
C 2.657 -1.259 -3.872
C 2.793 -2.631 -3.665
C 1.995 -3.286 -2.735
C 1.087 -2.534 -1.999
C 0.977 -1.166 -2.172
C 4.086 0.804 -1.418
C 4.031 0.457 0.016
C 3.568 -0.755 0.523
C 3.340 -0.902 1.887
C 3.590 0.156 2.763
C 4.090 1.351 2.265
C 4.308 1.489 0.914
H 2.296 1.329 -4.151
H 0.722 1.397 -3.246
H 3.312 -0.774 -4.627
H 3.540 -3.155 -4.249
H 2.083 -4.367 -2.592
H 0.468 -3.023 -1.255
H 0.281 -0.586 -1.548
H 4.944 1.494 -1.603
H 4.145 -0.059 -2.116
H 3.338 -1.593 -0.127
H 2.950 -1.864 2.255
H 3.381 0.050 3.827
H 4.267 2.200 2.932
H 4.723 2.436 0.533
O -6.393 1.643 -4.128
C -5.151 1.778 -4.408
C -4.764 2.167 -5.705
C -3.422 2.280 -6.025
C -2.430 2.038 -5.078
C -2.785 1.696 -3.784
C -4.106 1.548 -3.434
C -4.498 1.156 -2.069
O -5.797 1.010 -1.862
O -3.710 0.994 -1.092
H -6.305 1.269 -2.907
H -5.522 2.359 -6.459
H -3.105 2.535 -7.039
H -1.384 2.117 -5.378
H -2.003 1.570 -3.009

Computed properties:
charge: -1
energy: -2220.348158 a.u.
highest occupied orbital energy (spin up / spin down): -4.5 / -4.5 eV
gap between HOMO and LUMO (spin up / spin down): 6.57 / 6.03 eV
multiplicity: 2

Atomic partial charges in e from the Löwdin method, atoms 1 to 2: number 1, Hg, carries 0.86; number 2, N, carries -0.01



# 4
DFT (ωB97M-V/def2-TZVPD) results for a structure of composition C34H29IrN13OSe2.

CARTESIAN COORDINATES (ANGSTROEM)
Ir 0.061 -0.519 -2.002
Se -1.324 -0.875 -5.292
Se -1.163 0.844 -3.679
C 0.691 1.063 -4.189
C 1.237 2.057 -4.956
C 2.615 1.989 -5.184
C 3.344 0.953 -4.627
C 2.696 0.005 -3.844
N 1.380 0.050 -3.642
C -1.394 -2.330 -4.065
C -1.944 -3.500 -4.573
C -2.002 -4.626 -3.776
C -1.538 -4.528 -2.468
C -1.031 -3.328 -2.031
N -0.935 -2.220 -2.807
H 0.626 2.847 -5.373
H 3.101 2.741 -5.791
H 4.410 0.869 -4.789
H 3.237 -0.811 -3.383
H -2.325 -3.516 -5.585
H -2.414 -5.551 -4.158
H -1.569 -5.368 -1.788
H -0.671 -3.238 -1.019
C 2.109 -3.087 2.444
N 1.852 -2.741 1.017
C 1.139 -1.738 0.540
N 1.193 -1.769 -0.794
C 1.972 -2.858 -1.075
N 2.381 -3.462 0.009
C 0.938 -2.690 3.299
C 0.060 -3.633 3.816
C -1.045 -3.223 4.556
C -1.315 -1.876 4.731
C -0.444 -0.925 4.199
C 0.704 -1.337 3.534
C -0.777 0.496 4.256
N -1.713 1.096 4.898
N -1.684 2.420 4.499
C -0.730 2.528 3.643
O -0.097 1.340 3.428
C -0.345 3.674 2.824
C -1.003 4.895 2.955
C -0.662 5.944 2.116
C 0.308 5.778 1.133
C 0.963 4.561 1.003
C 2.026 4.358 -0.058
N 1.990 2.961 -0.526
C 1.049 2.353 -1.230
N 1.262 1.034 -1.199
C 2.399 0.911 -0.445
N 2.855 2.060 -0.032
C 0.646 3.518 1.862
H 3.020 -2.563 2.736
H 2.308 -4.156 2.450
H 0.608 -1.020 1.141
H 2.224 -3.185 -2.071
H 0.245 -4.690 3.664
H -1.706 -3.962 4.986
H -2.190 -1.550 5.278
H 1.421 -0.594 3.202
H -1.772 5.012 3.707
H -1.162 6.897 2.219
H 0.556 6.607 0.480
H 3.034 4.503 0.328
H 1.885 5.017 -0.913
H 0.245 2.868 -1.731
H 2.917 -0.011 -0.254
H 1.176 2.575 1.807
N -4.387 -1.845 0.907
C -3.404 -0.965 0.683
C -2.389 -1.214 -0.274
N -1.400 -0.345 -0.482
C -1.416 0.789 0.246
C -2.431 1.017 1.166
N -3.409 0.165 1.396
H -4.496 -2.689 0.374
H -5.109 -1.597 1.565
H -2.431 -2.112 -0.861
H -0.627 1.508 0.132
H -2.433 1.942 1.733

Computed properties:
charge: +3
energy: -7006.488897 a.u.
energy relative to the best compared isomer or geometry (same formula, charge and spin): 44.19 kJ/mol
highest occupied orbital energy: -15.2 eV
gap between HOMO and LUMO: 5.88 eV
multiplicity: 1

Atomic partial charges in e from the Löwdin method, atoms 1 to 2: number 1, Ir, carries 1.17; number 2, Se, carries 0.90



# 5
DFT (ωB97M-V/def2-TZVPD) results for a structure of composition C34H29N4O7Ta.

CARTESIAN COORDINATES (ANGSTROEM)
Ta -0.281 -0.134 0.060
C 1.085 -3.131 2.461
C 2.014 -3.090 1.278
C 3.330 -3.517 1.419
C 4.172 -3.601 0.324
C 3.687 -3.311 -0.940
C 2.378 -2.887 -1.121
C 1.831 -2.741 -2.514
C 1.579 -2.708 0.010
N 0.235 -2.195 -0.168
C -0.668 -3.202 -0.373
O -0.457 -4.395 -0.387
C -2.027 -2.658 -0.661
C -3.135 -3.432 -0.934
C -4.328 -2.789 -1.236
C -4.364 -1.402 -1.282
C -3.206 -0.712 -0.989
N -2.074 -1.327 -0.663
C -3.063 0.766 -1.058
O -3.988 1.470 -1.400
N -1.810 1.183 -0.674
C -1.758 2.634 -0.588
C -2.157 3.259 0.594
C -2.963 2.532 1.640
C -1.911 4.619 0.734
C -1.355 5.348 -0.305
C -1.146 4.741 -1.530
C -1.390 3.382 -1.705
C -1.474 2.813 -3.097
H 1.636 -3.000 3.392
H 0.591 -4.106 2.503
H 0.304 -2.377 2.418
H 3.689 -3.797 2.403
H 5.198 -3.922 0.452
H 4.327 -3.421 -1.807
H 2.603 -2.400 -3.202
H 0.997 -2.044 -2.564
H 1.467 -3.712 -2.861
H -3.031 -4.507 -0.909
H -5.218 -3.364 -1.450
H -5.249 -0.840 -1.542
H -2.720 1.475 1.725
H -4.019 2.595 1.369
H -2.848 2.993 2.622
H -2.166 5.109 1.665
H -1.139 6.400 -0.174
H -0.822 5.329 -2.380
H -0.895 3.410 -3.801
H -2.520 2.848 -3.409
H -1.160 1.777 -3.173
O -0.358 2.555 5.663
C -0.380 2.078 4.571
C 0.125 2.759 3.274
O 0.516 3.886 3.167
C -0.025 1.702 2.244
C -0.557 0.572 2.785
O -0.697 -0.438 1.904
C -0.874 0.657 4.199
O -1.404 -0.134 4.934
O 0.285 1.650 0.991
C 2.738 0.039 1.755
C 2.798 0.087 0.264
C 3.900 0.230 -0.521
C 3.456 0.409 -1.867
C 2.097 0.364 -1.850
C 1.126 0.605 -2.948
N 1.663 0.135 -0.548
H 3.652 -0.409 2.144
H 1.907 -0.557 2.140
H 2.656 1.046 2.172
H 4.917 0.219 -0.166
H 4.065 0.573 -2.742
H 1.591 0.440 -3.919
H 0.770 1.633 -2.920
H 0.251 -0.062 -2.903

Computed properties:
energy: -2115.918554 a.u.
energy relative to the best compared isomer or geometry (same formula, charge and spin): 0.00 kJ/mol
highest occupied orbital energy: -8.0 eV
gap between HOMO and LUMO: 6.25 eV
multiplicity: 1

Atomic partial charges in e from the Löwdin method, atoms 1 to 2: number 1, Ta, carries 2.02; number 2, C, carries -0.03



# 6
DFT (ωB97M-V/def2-TZVPD) results for a structure of composition C34H30AlN6Se in a non-equilibrium geometry.

CARTESIAN COORDINATES (ANGSTROEM)
Al 0.444 -0.461 0.766
Se -5.652 4.058 2.194
N -4.248 3.569 3.149
C -3.402 2.888 2.390
C -2.212 2.251 2.867
C -1.638 2.417 4.126
C -0.455 1.811 4.429
C 0.133 0.943 3.519
N -0.399 0.746 2.320
C -1.510 1.450 1.986
C -1.874 1.244 0.580
N -1.010 0.471 -0.145
C -1.191 0.507 -1.495
C -2.293 1.190 -2.018
C -3.145 1.958 -1.255
C -2.856 2.065 0.120
C -3.770 2.778 1.024
N -4.920 3.275 0.679
H -2.078 3.010 4.897
H -0.069 1.933 5.491
H 0.963 0.257 3.818
H -0.569 -0.035 -2.153
H -2.455 1.133 -3.086
H -4.012 2.418 -1.671
C 4.183 -0.415 -2.190
C 3.374 -1.704 -1.891
C 2.100 -1.794 -2.711
C 2.195 -1.750 -4.094
C 1.024 -1.865 -4.872
C -0.199 -2.086 -4.310
C -0.342 -2.189 -2.887
C -1.677 -2.543 -2.260
C -2.109 -4.002 -2.143
C 0.814 -1.982 -2.136
N 0.680 -1.971 -0.694
C 0.610 -3.103 -0.080
C 0.282 -3.078 1.296
C 0.027 -4.155 2.171
C -0.274 -3.560 3.401
C -0.187 -2.192 3.226
N 0.165 -1.878 1.964
H 4.984 -0.259 -1.438
H 3.550 0.505 -2.228
H 4.674 -0.481 -3.172
H 3.155 -1.840 -0.846
H 4.045 -2.558 -2.245
H 3.102 -1.477 -4.615
H 1.006 -1.684 -5.910
H -1.128 -2.194 -4.851
H -2.522 -1.989 -2.767
H -1.639 -2.153 -1.214
H -1.974 -4.564 -3.080
H -3.117 -4.087 -1.850
H -1.505 -4.550 -1.406
H 0.557 -4.068 -0.607
H 0.100 -5.245 1.896
H -0.467 -4.168 4.235
H -0.393 -1.398 4.010
C 2.084 0.518 0.583
C 2.008 2.045 0.690
C 1.633 2.844 -0.394
C 1.225 4.158 -0.170
C 1.235 4.689 1.124
C 1.704 3.950 2.148
C 2.121 2.633 1.913
H 2.795 0.098 1.368
H 2.584 0.265 -0.311
H 1.675 2.462 -1.395
H 0.944 4.851 -0.989
H 0.828 5.707 1.309
H 1.777 4.321 3.167
H 2.514 2.059 2.722

Computed properties:
charge: +1
energy: -4285.949320 a.u.
highest occupied orbital energy: -10.9 eV
gap between HOMO and LUMO: 7.10 eV
multiplicity: 1

Atomic partial charges in e from the Löwdin method, atoms 1 to 2: number 1, Al, carries 0.27; number 2, Se, carries 1.17